The molecule C4H6OS2. Source: OMol25; level of theory: ωB97M-V with the def2-TZVPD basis set.

Geometry as XYZ:
```
13
Properties=species:S:1:pos:R:3:lowdin_charge:R:1
C 0.134 -0.949 -0.097 -0.193
C 1.308 0.047 0.127 -0.486
C -1.071 -0.138 -0.271 -0.266
C -0.941 1.299 0.115 -1.034
O -0.867 0.980 -1.194 -0.071
S 0.728 1.573 0.883 0.869
S -2.333 2.378 0.669 0.741
H 0.484 -1.708 -0.799 0.123
H -0.134 -1.530 0.797 0.124
H 1.977 -0.455 0.862 0.075
H 1.911 0.264 -0.841 0.110
H -2.006 -0.600 -0.426 0.133
H -2.069 3.458 -0.105 -0.125
```

Summary:
HOMO-LUMO gap   9.64 eV
F_max   2.318 eV Å⁻¹
Total charge   0
Energy relative to the best compared isomer or geometry (same formula, charge and spin)   1.6632 eV
LUMO energy   0.77 eV

---

C25H32HoNO2 as an isolated structure. Source: OMol25; level of theory: ωB97M-V with the def2-TZVPD basis set.

Geometry as XYZ:
```
61
Properties=species:S:1:pos:R:3:lowdin_charge:R:1
C 2.489 0.302 2.281 -0.198
C 2.321 -0.498 1.109 -0.201
C 2.440 0.367 -0.026 -0.195
H 2.218 -1.587 1.070 0.104
C 2.623 1.703 0.446 -0.207
C 2.642 1.669 1.877 -0.214
H 2.865 2.565 -0.184 0.105
C -1.366 -2.717 2.439 -0.160
C -0.094 -3.045 1.890 -0.181
C -0.223 -3.121 0.487 -0.154
H 0.821 -3.226 2.445 0.073
C -1.551 -2.709 0.139 -0.292
C -2.276 -2.564 1.371 -0.127
H 2.574 0.047 -1.060 0.105
H 2.869 2.516 2.530 0.109
H 2.581 -0.076 3.295 0.116
H -3.341 -2.377 1.454 0.081
H 0.529 -3.446 -0.227 0.084
H -1.572 -2.610 3.495 0.072
Ho 0.320 0.971 1.238 1.593
C -1.842 -1.936 -1.146 -0.492
C -3.342 -1.835 -1.415 -0.051
C -1.090 -2.485 -2.356 -0.052
H -3.768 -2.848 -1.462 0.098
H -3.559 -1.374 -2.390 0.070
H -3.858 -1.264 -0.630 0.083
H -1.351 -3.543 -2.511 0.098
H 0.002 -2.400 -2.250 0.078
H -1.391 -1.970 -3.280 0.066
C -1.245 -0.526 -0.699 -0.065
C -0.994 0.821 -1.373 -0.351
H -0.222 -0.805 -0.330 0.104
H -1.879 -0.266 0.175 0.129
O -0.360 1.650 -0.589 -0.176
N -1.206 1.204 -2.612 0.105
C -0.327 2.272 -3.206 -0.080
H -2.091 0.937 -3.072 0.178
C 1.032 1.648 -3.474 -0.217
C 2.246 2.328 -3.259 -0.044
H 2.237 3.365 -2.908 0.116
C 3.475 1.699 -3.512 -0.082
H 4.410 2.240 -3.344 0.109
C 3.507 0.384 -3.984 -0.087
H 4.460 -0.100 -4.206 0.108
C 2.306 -0.305 -4.181 -0.071
H 2.309 -1.339 -4.525 0.108
C 1.079 0.331 -3.948 -0.045
H 0.143 -0.199 -4.163 0.105
H -0.241 3.112 -2.502 0.122
H -0.805 2.643 -4.127 0.135
C -0.334 2.269 4.856 -0.072
C -1.060 1.055 4.310 -0.580
C -2.512 1.060 4.730 -0.068
O -0.880 0.921 2.922 -0.390
H -0.738 3.190 4.418 0.082
H 0.740 2.217 4.646 0.065
H -0.474 2.326 5.941 0.080
H -0.626 0.173 4.804 0.133
H -3.062 1.916 4.321 0.081
H -3.014 0.134 4.439 0.078
H -2.542 1.138 5.823 0.078
```

Summary:
HOMO-LUMO gap (spin up / spin down)   5.70 / 5.72 eV
F_max   3.863 eV Å⁻¹
Total charge   0
LUMO energy (spin up / spin down)   -0.13 / -0.12 eV
Spin multiplicity   5

---

The molecule C2H4N2OS. Source: OMol25; level of theory: ωB97M-V with the def2-TZVPD basis set.

Geometry as XYZ:
```
10
Properties=species:S:1:pos:R:3:lowdin_charge:R:1
C 1.526 -1.055 -0.005 -0.511
C -2.184 0.510 -0.169 -0.168
H 0.977 1.093 0.061 0.104
H 1.819 -2.079 0.488 0.091
H -2.434 1.607 0.175 0.116
H -2.832 -0.325 -0.238 0.045
N 2.409 -0.177 0.059 -0.057
N -0.953 0.483 0.220 -0.293
O 1.997 1.177 -0.349 -0.138
S -0.327 -1.234 -0.242 0.810
```

Summary:
HOMO-LUMO gap   9.44 eV
F_max   6.431 eV Å⁻¹
Total charge   0
Energy relative to the best compared isomer or geometry (same formula, charge and spin)   5.8876 eV
LUMO energy   -0.07 eV

---

An isolated ion of composition C6H11N4 and charge +1. Source: OMol25; level of theory: ωB97M-V with the def2-TZVPD basis set.

Geometry as XYZ:
```
21
Properties=species:S:1:pos:R:3:lowdin_charge:R:1
C -2.712 -0.028 0.056 -0.014
C -1.866 -1.035 -0.202 -0.071
C -2.149 1.288 0.279 -0.115
C 1.722 -0.884 0.124 -0.048
C 1.305 0.592 0.276 -0.328
C -0.059 0.618 -0.496 -0.261
N -0.930 1.572 0.080 0.107
N -0.529 -0.793 -0.490 -0.029
N 2.336 1.464 -0.175 0.074
N 0.443 -1.624 0.212 0.107
H -3.768 -0.193 0.176 0.113
H -2.166 -2.072 -0.262 0.128
H -2.769 2.064 0.705 0.123
H 2.167 -1.033 -0.861 0.147
H 2.423 -1.200 0.893 0.146
H 1.104 0.823 1.327 0.158
H 0.120 0.898 -1.545 0.165
H 2.464 1.444 -1.180 0.093
H 2.185 2.419 0.118 0.098
H 0.490 -2.547 -0.243 0.204
H 0.187 -1.772 1.204 0.204
```

Summary:
HOMO-LUMO gap   9.05 eV
F_max   1.127 eV Å⁻¹
Total charge   +1
Energy relative to the best compared isomer or geometry (same formula, charge and spin)   2.0979 eV
LUMO energy   -3.71 eV

---

C20H36Cl2DyN2O6P as an isolated structure. Source: OMol25; level of theory: ωB97M-V with the def2-TZVPD basis set.

Geometry as XYZ:
```
68
Properties=species:S:1:pos:R:3:lowdin_charge:R:1
O 2.937 1.135 -3.922 -0.037
C 2.751 1.379 -5.098 -0.224
C 2.816 2.746 -5.728 -0.188
C 3.095 3.872 -4.928 -0.019
H 3.265 3.739 -3.853 0.123
C 3.146 5.144 -5.511 -0.077
H 3.360 6.018 -4.885 0.104
C 2.924 5.297 -6.896 -0.085
H 2.963 6.293 -7.352 0.101
C 2.650 4.172 -7.698 -0.087
H 2.475 4.280 -8.777 0.102
C 2.599 2.899 -7.112 -0.049
H 2.388 1.998 -7.706 0.110
H 2.534 0.580 -5.852 0.121
C -2.643 0.850 -1.892 -0.155
C -2.555 0.058 -0.640 -0.310
H -3.706 0.929 -2.198 0.069
H -2.032 0.369 -2.689 0.058
H -2.213 1.866 -1.723 0.053
C -3.368 -0.737 0.037 -0.241
C -4.802 -0.952 -0.344 -0.098
H -3.045 -1.291 0.944 0.090
H -5.035 -0.310 -1.198 0.061
H -5.431 -0.691 0.512 0.068
H -4.919 -2.006 -0.609 0.074
Dy -0.243 0.317 0.166 0.858
Cl -0.638 2.854 0.585 -0.104
Cl 0.841 0.126 -2.162 -0.089
C -2.195 0.558 2.616 -0.309
O -1.199 -0.171 2.302 -0.222
N -2.879 0.330 3.724 -0.166
C -2.480 -0.788 4.579 -0.007
C -4.001 1.172 4.116 -0.021
H -2.528 1.366 1.938 0.103
H -1.648 -1.336 4.121 0.073
H -3.337 -1.455 4.709 0.097
H -2.181 -0.393 5.555 0.097
H -4.129 1.927 3.329 0.101
H -3.764 1.650 5.076 0.096
H -4.901 0.549 4.207 0.096
H -0.026 -5.390 1.015 0.087
H 2.416 -5.193 0.013 0.096
C -0.355 -4.761 0.182 -0.020
C 1.980 -4.565 -0.776 -0.016
N 0.766 -3.938 -0.269 -0.171
H -1.188 -4.117 0.495 0.096
C 0.637 -2.629 -0.214 -0.365
O -0.390 -2.082 0.284 -0.198
H 2.663 -3.752 -1.060 0.103
H 1.476 -1.999 -0.575 0.078
H -0.655 -5.404 -0.648 0.094
H 1.703 -5.171 -1.646 0.094
C 0.893 -2.663 2.910 -0.127
O 1.856 -2.091 2.011 -0.424
P 2.251 -0.401 1.787 1.087
O 3.081 -0.158 3.192 -0.385
C 2.552 -0.374 4.500 -0.144
O 1.571 1.350 1.907 -0.536
C 1.236 2.033 3.107 -0.202
H 0.790 -3.729 2.590 0.091
H -0.078 -2.132 2.852 0.057
H 1.273 -2.576 3.952 0.074
H 1.444 -0.374 4.536 0.082
H 2.943 -1.330 4.901 0.094
H 2.950 0.494 5.048 0.092
H 0.411 1.474 3.587 0.067
H 2.092 2.120 3.812 0.081
H 0.838 3.013 2.764 0.049
```

Summary:
HOMO-LUMO gap (spin up / spin down)   6.83 / 6.54 eV
F_max   3.357 eV Å⁻¹
Total charge   0
LUMO energy (spin up / spin down)   -0.49 / -0.42 eV
Spin multiplicity   6

---

A 3-piece molecular cluster, CH4FN3O overall. Source: OMol25; level of theory: ωB97M-V with the def2-TZVPD basis set.

Geometry as XYZ:
```
10
Properties=species:S:1:pos:R:3:lowdin_charge:R:1
C 2.761 -0.771 0.588 -0.428
N 3.848 -0.753 0.132 0.211
N -2.150 0.046 -0.246 -0.042
N -1.107 -0.575 -0.382 0.046
O 1.737 -0.996 1.061 0.151
F -3.011 2.505 0.218 -0.179
H -0.766 -0.833 0.549 0.049
H 4.252 -0.417 -0.693 0.072
H -2.585 0.260 -1.140 0.061
H -2.979 1.534 -0.087 0.058
```

Summary:
HOMO-LUMO gap   10.27 eV
F_max   3.935 eV Å⁻¹
Total charge   0
Energy relative to the best compared isomer or geometry (same formula, charge and spin)   0.6740 eV
LUMO energy   0.14 eV

---

A 2-piece molecular cluster, CH7NO overall. Source: OMol25; level of theory: ωB97M-V with the def2-TZVPD basis set.

Geometry as XYZ:
```
10
Properties=species:S:1:pos:R:3:lowdin_charge:R:1
C 1.316 -1.178 -0.943 -0.545
N 0.750 -0.591 0.261 -0.147
H 0.696 -2.002 -1.327 0.013
H 2.324 -1.558 -0.782 0.031
H 1.358 -0.444 -1.753 0.013
H -0.262 -0.572 0.202 -0.023
H 1.053 -1.114 1.074 0.006
H -1.867 1.313 -0.182 -0.058
H -0.917 1.766 0.843 -0.037
O -1.861 1.751 0.693 -0.252
```

Summary:
HOMO-LUMO gap (spin up / spin down)   3.50 / 9.76 eV
F_max   0.764 eV Å⁻¹
Total charge   -1
Energy relative to the best compared isomer or geometry (same formula, charge and spin)   0.0000 eV
LUMO energy (spin up / spin down)   4.81 / 4.83 eV
Spin multiplicity   2